Density functional theory data (the ωB97M-V functional and the def2-TZVPD basis) for C55H51BaN6O6P4Se as an isolated structure.

Each line ends with the Mulliken charge.
Positions of all 124 atoms, in Å:
Ba: 0.125 0.562 -0.530  2.3343
C: -2.131 2.894 4.184  -0.9708
N: -2.446 1.888 3.194  0.3302
C: -3.261 2.108 2.124  -1.1063
C: -3.032 1.090 1.248  0.0613
N: -2.078 0.253 1.747  0.2268
C: -1.738 0.749 2.926  0.1960
P: -0.527 0.152 4.142  -0.7296
C: -0.517 -1.645 3.830  0.3660
N: -1.408 -2.360 3.184  -0.1950
C: -1.000 -3.659 3.293  -0.8284
C: 0.169 -3.731 3.991  -0.6818
N: 0.466 -2.442 4.351  0.3790
C: 1.656 -2.043 5.064  -0.6715
C: 1.028 0.678 3.384  -0.7437
N: 1.314 0.650 2.106  1.3061
C: 2.565 1.162 1.968  -0.5680
C: 3.041 1.533 3.192  -1.3034
N: 2.055 1.242 4.096  0.5745
C: 2.146 1.485 5.515  -1.0184
H: -2.946 3.614 4.209  0.3505
H: -2.026 2.436 5.167  0.3283
H: -1.218 3.411 3.883  0.3347
H: -3.839 3.013 2.042  0.3401
H: -3.417 0.951 0.252  0.1538
H: -1.558 -4.469 2.847  0.5302
H: 0.812 -4.558 4.247  0.5454
H: 1.824 -2.728 5.894  0.4052
H: 2.525 -2.042 4.399  0.1066
H: 1.512 -1.046 5.472  0.4115
H: 3.024 1.283 0.999  0.4666
H: 3.966 1.998 3.494  0.5769
H: 2.571 2.474 5.683  0.3798
H: 1.150 1.457 5.950  0.3245
H: 2.777 0.738 6.003  0.3367
C: 1.004 -6.549 -0.920  -0.8529
C: 2.204 -6.014 -1.366  -0.6563
C: 2.598 -4.747 -0.966  -0.7194
C: 1.799 -3.996 -0.106  0.1117
C: 0.583 -4.534 0.311  0.2409
C: 0.187 -5.802 -0.086  -0.4355
P: 2.257 -2.356 0.572  1.5300
C: 3.455 -2.845 1.866  0.1443
C: 3.423 -4.079 2.512  -0.8055
C: 4.241 -4.334 3.605  -0.5835
C: 5.105 -3.358 4.077  -0.6453
C: 5.146 -2.122 3.442  -0.8143
C: 4.329 -1.868 2.351  -0.5100
C: 3.336 -1.632 -0.714  0.3479
C: 4.638 -2.099 -0.922  -0.2247
C: 5.399 -1.568 -1.948  -0.8860
C: 4.838 -0.574 -2.748  -0.6322
C: 3.551 -0.121 -2.500  -1.2042
C: 2.725 -0.610 -1.463  -0.1096
H: 0.699 -7.539 -1.239  0.3438
H: 2.835 -6.586 -2.037  0.3767
H: 3.529 -4.328 -1.323  0.3154
H: -0.056 -3.941 0.953  0.0727
H: -0.767 -6.196 0.248  0.3503
H: 2.753 -4.854 2.159  0.4628
H: 4.203 -5.306 4.085  0.4266
H: 5.747 -3.558 4.927  0.3439
H: 5.819 -1.348 3.792  0.4251
H: 4.367 -0.903 1.865  0.5331
H: 5.057 -2.872 -0.285  0.4483
H: 6.412 -1.917 -2.121  0.3994
H: 5.423 -0.139 -3.554  0.3032
H: 3.180 0.681 -3.139  0.3724
O: -2.599 -0.103 -1.667  0.3715
P: -3.095 -0.469 -3.007  0.3622
C: -2.074 -1.790 -3.763  -1.0249
P: -1.287 -2.797 -2.453  -0.6568
O: -0.293 -2.004 -1.700  0.4845
C: -0.498 -4.131 -3.386  0.6715
C: 0.725 -3.808 -3.970  -0.5723
C: 1.389 -4.740 -4.750  -0.6811
C: 0.843 -6.000 -4.943  -0.5253
C: -0.356 -6.338 -4.336  -0.6908
C: -1.023 -5.407 -3.551  -0.3935
C: -2.643 -3.403 -1.418  1.1708
C: -2.658 -2.978 -0.095  -0.1170
C: -3.721 -3.316 0.737  -0.8984
C: -4.763 -4.086 0.250  -0.9638
C: -4.762 -4.506 -1.073  -1.0389
C: -3.714 -4.157 -1.903  -0.4778
C: -3.101 0.920 -4.148  0.8403
C: -3.485 0.809 -5.485  -0.4339
C: -3.430 1.915 -6.312  -0.7407
C: -2.984 3.133 -5.809  -0.4623
C: -2.599 3.243 -4.484  -0.8413
C: -2.658 2.138 -3.642  -0.5983
C: -4.759 -1.186 -2.883  1.0318
C: -5.414 -1.052 -1.665  -0.3281
C: -6.679 -1.588 -1.492  -0.7007
C: -7.298 -2.259 -2.533  -0.5499
C: -6.650 -2.400 -3.753  -0.7120
C: -5.384 -1.864 -3.927  -0.6705
H: -1.237 -1.337 -4.303  0.6771
H: -2.625 -2.416 -4.467  0.6644
H: 1.172 -2.837 -3.780  0.2604
H: 2.344 -4.482 -5.190  0.4411
H: 1.365 -6.731 -5.550  0.3726
H: -0.770 -7.331 -4.458  0.4189
H: -1.942 -5.690 -3.057  0.3103
H: -1.869 -2.348 0.300  0.6272
H: -3.693 -2.942 1.753  0.5104
H: -5.593 -4.347 0.897  0.3521
H: -5.589 -5.084 -1.466  0.4183
H: -3.755 -4.455 -2.945  0.5441
H: -3.825 -0.139 -5.889  0.2574
H: -3.726 1.830 -7.350  0.4082
H: -2.933 3.997 -6.461  0.3752
H: -2.232 4.178 -4.079  0.5417
H: -2.334 2.241 -2.610  0.3476
H: -4.905 -0.553 -0.850  0.1591
H: -7.175 -1.489 -0.535  0.4782
H: -8.287 -2.679 -2.395  0.3951
H: -7.129 -2.930 -4.567  0.3922
H: -4.886 -1.995 -4.881  0.2383
O: -0.732 3.835 1.455  -0.6786
Se: -0.187 3.641 -0.067  1.2014
O: 0.066 4.983 -0.919  -0.7509
O: -1.252 2.632 -0.884  -0.9518
O: 1.183 2.676 -0.007  -0.8818

Results
HOMO-LUMO gap = 0.22351 hartree
Net charge = -1
M = 1232.23 g/mol
LUMO energy = 0.0738 Eh
Highest occupied orbital energy = -0.1497 hartree
Energy = -6698.9715 Eh
ΔE to the lowest compared entry with this formula, charge and spin = 9.7 kcal per mole